2 unconnected molecules or ions with the total composition C3H11N2O3 at a distorted geometry, computed with wB97M-V/def2-TZVPD.

Its net charge is +1. The calculation puts the HOMO-LUMO gap at 0.417 Ha. The strongest force on any atom is 0.11013 hartree/bohr. The LUMO energy comes out at -0.1042 Eh. The HOMO energy comes out at -14.18 eV. The value obtained for the energy is -455.81282 hartree.

Geometry as XYZ:
```
19
C3H11N2O3 | OMol25 | wB97M-V/def2-TZVPD
O 1.88 1.91 -1.86
H -2.45 -0.73 -1.44
H 1.17 2.16 -2.46
O -1.31 -0.72 0.16
H 0.95 -0.74 0.84
H -0.43 0.29 -0.59
H -1.78 0.19 1.93
H -3.39 -1.36 0.08
H 3.17 1.01 -0.17
N -1.24 -0.62 1.55
C 2.05 -0.51 0.71
N 2.24 0.63 -0.05
H -3.11 0.35 -0.18
H -1.62 -1.49 2.06
C -2.65 -0.68 -0.44
O 0.18 0.88 -1.04
H 2.54 -1.39 0.09
C 1.39 1.16 -0.90
H 2.42 -0.33 1.71
```

***

2 unconnected molecules or ions with the total composition C3H11N3 at a distorted geometry, computed with wB97M-V/def2-TZVPD.

The calculation puts the HOMO-LUMO gap at 0.332 Ha. The strongest force on any atom is 0.07116 hartree/bohr. The SMILES is [H]/N=C/N.CNC. The LUMO energy comes out at 0.0257 Eh. The HOMO energy comes out at -8.33 eV. The value obtained for the energy is -285.10797 hartree.

Geometry as XYZ:
```
17
C3H11N3 | OMol25 | wB97M-V/def2-TZVPD
H 0.98 2.98 0.70
H 0.58 -0.10 0.00
H -1.45 1.85 1.12
C -1.26 2.09 0.08
N 0.01 1.37 -0.26
C 1.15 2.29 -0.14
N 0.65 -1.16 -0.10
H -1.20 3.17 -0.03
H -2.09 1.72 -0.52
H 1.58 -1.55 -0.17
C -0.20 -2.13 0.32
H 0.00 1.20 -1.27
H -1.01 -1.75 0.98
H -0.98 -3.74 0.77
H 1.30 2.87 -1.05
H 2.06 1.74 0.15
N -0.36 -3.37 0.05
```